Entry 1:
ORCA calculation (ωB97M-V/def2-TZVPD) on C28H38AsN4OS2SiSn as an isolated structure.

Element x y z (Å)
1 Sn 0.578 0.793 -0.611
2 C 0.033 -0.880 3.599
3 C 0.618 -0.590 2.252
4 N -0.096 0.052 1.389
5 N -1.359 0.470 1.788
6 C -1.610 1.681 1.427
7 S -0.568 2.716 0.461
8 S -3.095 2.463 1.862
9 C -3.900 1.251 2.937
10 C -3.165 0.873 4.200
11 C -3.261 -0.429 4.675
12 C -2.648 -0.795 5.866
13 C -1.917 0.137 6.586
14 C -1.815 1.440 6.115
15 C -2.442 1.808 4.934
16 C 2.014 -0.918 1.946
17 C 2.635 -1.970 2.645
18 C 3.984 -2.215 2.552
19 C 4.775 -1.354 1.789
20 C 4.195 -0.326 1.082
21 C 2.808 -0.121 1.091
22 O 2.350 0.870 0.311
23 H -0.956 -1.325 3.494
24 H 0.674 -1.503 4.211
25 H -0.131 0.065 4.124
26 H -4.831 1.769 3.186
27 H -4.165 0.365 2.362
28 H -3.826 -1.163 4.111
29 H -2.740 -1.811 6.229
30 H -1.437 -0.145 7.514
31 H -1.254 2.177 6.676
32 H -2.360 2.827 4.575
33 H 2.035 -2.612 3.274
34 H 4.427 -3.038 3.094
35 H 5.847 -1.494 1.748
36 H 4.791 0.354 0.488
37 C 4.184 -0.425 -2.338
38 C 3.183 0.350 -3.138
39 C 3.440 0.727 -4.444
40 C 2.454 1.402 -5.155
41 C 1.236 1.682 -4.574
42 C 1.037 1.283 -3.248
43 N 2.004 0.637 -2.567
44 N -0.072 1.494 -2.480
45 Si -1.701 1.790 -3.097
46 C -1.904 3.561 -3.624
47 C -2.914 1.406 -1.727
48 C -2.003 0.643 -4.548
49 H 4.522 -1.297 -2.898
50 H 3.758 -0.749 -1.393
51 H 5.064 0.185 -2.126
52 H 4.394 0.491 -4.894
53 H 2.642 1.713 -6.175
54 H 0.469 2.221 -5.110
55 H -1.695 4.230 -2.785
56 H -2.930 3.745 -3.951
57 H -1.241 3.837 -4.446
58 H -3.076 2.283 -1.101
59 H -2.622 0.586 -1.065
60 H -3.876 1.135 -2.171
61 H -1.497 0.976 -5.455
62 H -3.073 0.614 -4.769
63 H -1.680 -0.384 -4.355
64 C -1.854 -2.106 -1.616
65 As 0.029 -1.788 -1.309
66 C 0.867 -2.314 -2.968
67 C 0.490 -3.202 -0.076
68 H -1.976 -3.131 -1.966
69 H -2.238 -1.414 -2.362
70 H -2.398 -1.972 -0.682
71 H 0.458 -3.270 -3.292
72 H 1.939 -2.407 -2.806
73 H 0.684 -1.554 -3.725
74 H 0.189 -4.152 -0.516
75 H -0.042 -3.049 0.861
76 H 1.561 -3.198 0.111

Calculated values
2S+1: 1
ΔE to the lowest compared entry with this formula, charge and spin, kcal per mole: 17.3
Gap between HOMO and LUMO, eV: 8.1932
Energy, hartree: -4919.86100
HOMO level, eV: -10.93
Total charge: +1



Entry 2:
ORCA calculation (ωB97M-V/def2-TZVPD) on a 2-piece molecular cluster, C28H38N3 overall.

Element x y z (Å)
1 C -2.838 2.028 -0.397
2 N -2.466 3.449 -0.416
3 C -2.900 4.124 -1.663
4 C -2.913 4.115 0.812
5 H -2.421 1.542 0.483
6 H -3.922 1.914 -0.380
7 H -2.449 1.527 -1.282
8 H -2.551 5.155 -1.670
9 H -2.487 3.613 -2.531
10 H -3.987 4.124 -1.741
11 H -2.585 5.153 0.814
12 H -4.000 4.097 0.885
13 H -2.495 3.620 1.686
14 C -0.478 -0.815 -6.170
15 C 0.931 -1.400 -6.212
16 N 1.631 -1.258 -4.922
17 C 3.102 -1.147 -5.007
18 C 3.712 -0.562 -3.735
19 C 3.162 -1.273 -2.490
20 C 1.662 -1.295 -2.485
21 C 0.947 -1.287 -3.704
22 C -0.466 -1.309 -3.676
23 C -1.123 -1.291 -2.470
24 C -0.431 -1.222 -1.242
25 C -1.173 -1.078 -0.047
26 C -0.704 -0.738 1.244
27 C -1.556 -0.937 2.350
28 C -1.126 -0.754 3.641
29 C 0.199 -0.323 3.882
30 N 0.671 -0.181 5.190
31 C -0.215 -0.321 6.359
32 C -1.337 -1.327 6.112
33 C -2.058 -1.043 4.782
34 C 2.072 0.178 5.495
35 C 3.016 -0.144 4.337
36 C 2.459 0.400 3.013
37 C 1.045 -0.044 2.786
38 C 0.583 -0.222 1.506
39 C 0.979 -1.290 -1.294
40 C -1.260 -1.329 -4.950
41 H -0.415 0.280 -6.138
42 H -1.013 -1.049 -7.102
43 H 0.903 -2.466 -6.451
44 H 1.532 -0.927 -6.996
45 H 3.510 -2.142 -5.213
46 H 3.358 -0.532 -5.876
47 H 4.810 -0.603 -3.760
48 H 3.456 0.504 -3.685
49 H 3.535 -2.304 -2.435
50 H 3.514 -0.776 -1.576
51 H -2.198 -1.317 -2.455
52 H -2.233 -1.252 -0.131
53 H -2.568 -1.256 2.172
54 H 0.387 -0.606 7.230
55 H -0.621 0.670 6.580
56 H -0.917 -2.341 6.102
57 H -2.046 -1.313 6.953
58 H -2.733 -0.186 4.899
59 H -2.690 -1.898 4.509
60 H 2.107 1.244 5.741
61 H 2.380 -0.351 6.403
62 H 4.028 0.239 4.529
63 H 3.119 -1.235 4.267
64 H 2.500 1.496 2.997
65 H 3.078 0.063 2.171
66 H 1.206 0.099 0.692
67 H 1.542 -1.401 -0.386
68 H -2.170 -0.730 -4.803
69 H -1.595 -2.359 -5.126

Calculated values
2S+1: 1
ΔE to the lowest compared entry with this formula, charge and spin, kcal per mole: 0.0
Gap between HOMO and LUMO, eV: 5.7869
Energy, hartree: -1253.80891
HOMO level, eV: -9.96
Total charge: +1